i) Entry from the Open Molecules 2025 dataset: a single C6H6O molecule (ωB97M-V/def2-TZVPD).

```
13
C6H6O, DFT ωB97M-V/def2-TZVPD
O 1.950 -0.998 -0.342
C 1.367 0.090 0.330
C -0.109 0.167 -0.064
C -0.905 -0.990 -0.321
C -1.543 -1.821 -0.954
C -0.782 1.413 0.339
C -1.259 2.472 0.676
H 1.592 -1.804 0.053
H 1.555 0.063 1.410
H 1.840 0.995 -0.069
H 0.073 -0.299 -1.179
H -2.087 -2.717 -0.793
H -1.692 3.427 0.915
```

HOMO level, eV: -8.9
Structure (SMILES): C#CC(C#C)CO

ii) Entry from the Open Molecules 2025 dataset: a single C6H6O molecule (ωB97M-V/def2-TZVPD).

```
13
C6H6O, DFT ωB97M-V/def2-TZVPD
O -0.182 1.929 1.529
C -0.745 1.298 0.407
C 0.334 0.484 -0.283
C 0.894 -0.461 0.690
C 0.959 -1.662 0.759
C -0.134 -0.466 -1.302
C -0.293 -1.428 -2.003
H 0.249 1.233 2.047
H -1.583 0.632 0.676
H -1.108 2.071 -0.266
H 1.126 1.099 -0.705
H 1.055 -2.603 1.194
H -0.572 -2.127 -2.741
```

HOMO level, eV: -9.6
Structure (SMILES): C#CC(C#C)CO

iii) Entry from the Open Molecules 2025 dataset: a single C6H6O molecule (ωB97M-V/def2-TZVPD).

```
13
C6H6O, DFT ωB97M-V/def2-TZVPD
O -1.430 -1.073 1.409
C -1.260 -0.488 0.136
C -0.534 0.886 0.202
C 0.910 0.931 -0.007
C 2.041 1.339 -0.045
C -0.424 -1.300 -0.760
C 0.639 -1.517 -1.287
H -0.597 -1.498 1.650
H -2.273 -0.323 -0.242
H -0.681 1.304 1.200
H -0.961 1.581 -0.529
H 2.985 1.819 0.025
H 1.586 -1.662 -1.752
```

HOMO level, eV: -9.9
Structure (SMILES): C#CC[C@H](O)C#C

iii) is preferred energetically. Next in line: 0.657 eV higher.

i) Entry from the Open Molecules 2025 dataset: a single C6H6O molecule (ωB97M-V/def2-TZVPD).

```
13
C6H6O, DFT ωB97M-V/def2-TZVPD
C -2.052 1.429 -1.804
C -1.158 0.877 -1.209
C -0.150 0.206 -0.464
C -0.009 0.235 1.048
C 0.958 -0.937 1.252
O 1.649 -1.105 -0.006
C 0.863 -0.528 -0.945
H -2.844 1.906 -2.337
H -0.954 0.091 1.579
H 1.708 -0.784 2.029
H 0.412 -1.868 1.453
H 1.156 -0.712 -1.971
H 0.422 1.190 1.375
```

HOMO level, eV: -8.2
Structure (SMILES): C#CC1=COCC1

ii) Entry from the Open Molecules 2025 dataset: a single C6H6O molecule (ωB97M-V/def2-TZVPD).

```
13
C6H6O, DFT ωB97M-V/def2-TZVPD
C 1.037 0.848 0.994
C 1.119 0.898 -0.391
C 0.258 0.186 -1.191
C -0.756 -0.599 -0.632
O -1.689 -1.302 -1.328
C -0.793 -0.707 0.762
C 0.065 0.051 1.569
H 1.615 1.486 1.644
H 1.720 1.702 -0.803
H 0.254 0.340 -2.267
H -1.356 -1.424 -2.224
H -1.422 -1.455 1.225
H -0.053 -0.023 2.641
```

HOMO level, eV: -8.7
Structure (SMILES): Oc1ccccc1

ii) is preferred energetically. Next in line: 2.446 eV higher.

i) Entry from the Open Molecules 2025 dataset: a single C4H8O2 molecule (ωB97M-V/def2-TZVPD).

```
14
C4H8O2, DFT ωB97M-V/def2-TZVPD
C 1.756 -0.332 0.666
O 0.712 0.550 0.995
C -0.079 0.603 -0.146
C -0.646 -0.819 -0.670
O -1.877 -0.543 -0.014
C -1.552 0.838 0.142
H 2.291 -0.603 1.576
H 1.234 -1.162 0.165
H 2.446 0.105 -0.072
H 0.411 1.230 -0.917
H -0.360 -1.866 -0.434
H -0.689 -0.772 -1.769
H -1.810 1.218 1.134
H -2.031 1.437 -0.640
```

HOMO level, eV: -9.7
Structure (SMILES): COC1COC1

ii) Entry from the Open Molecules 2025 dataset: a single C4H8O2 molecule (ωB97M-V/def2-TZVPD).

```
14
C4H8O2, DFT ωB97M-V/def2-TZVPD
C 1.317 -1.287 0.841
O 0.816 -0.676 -0.318
C 0.634 0.729 -0.287
C -0.727 0.938 -0.923
C -1.799 0.209 -0.262
O -1.756 1.633 -0.228
H 2.413 -1.212 0.900
H 0.877 -0.869 1.762
H 1.034 -2.344 0.784
H 1.448 1.222 -0.839
H 0.618 1.128 0.739
H -0.747 1.074 -2.004
H -1.551 -0.272 0.689
H -2.575 -0.273 -0.854
```

HOMO level, eV: -9.8
Structure (SMILES): COC[C@H]1CO1

ii) is preferred energetically. Next in line: 0.247 eV higher.

i) Entry from the Open Molecules 2025 dataset: a single C4H8O2 molecule (ωB97M-V/def2-TZVPD).

```
14
C4H8O2, DFT ωB97M-V/def2-TZVPD
C -0.828 -1.333 -0.649
C 0.029 -0.133 -0.295
C 1.201 -0.469 0.638
O -0.870 0.810 0.345
C -0.516 2.093 0.254
O 0.478 2.518 -0.279
H -0.230 -2.083 -1.178
H -1.235 -1.791 0.258
H -1.663 -1.036 -1.290
H 0.405 0.354 -1.199
H 1.202 0.196 1.505
H 2.163 -0.346 0.132
H 1.137 -1.498 1.007
H -1.272 2.719 0.752
```

HOMO level, eV: -10.7
Structure (SMILES): CC(C)OC=O

ii) Entry from the Open Molecules 2025 dataset: a single C4H8O2 molecule (ωB97M-V/def2-TZVPD).

```
14
C4H8O2, DFT ωB97M-V/def2-TZVPD
C 1.746 0.275 -0.009
C 0.951 -0.681 0.471
O -1.169 -0.624 1.352
C -0.511 -0.872 0.120
C -1.020 0.179 -0.870
O -0.905 1.449 -0.239
H 0.030 1.518 0.011
H 1.523 0.782 -0.947
H 2.652 0.579 0.505
H 1.243 -1.250 1.352
H -0.760 -1.890 -0.204
H -2.083 0.025 -1.073
H -0.482 0.160 -1.827
H -1.214 0.350 1.357
```

HOMO level, eV: -10.1
Structure (SMILES): C=C[C@@H](O)CO

iii) Entry from the Open Molecules 2025 dataset: C4H8O2 as an isolated structure (ωB97M-V/def2-TZVPD).

```
14
C4H8O2, DFT ωB97M-V/def2-TZVPD
O -1.168 1.529 1.852
C 0.943 1.408 -0.386
C 0.546 0.142 -0.335
C -0.200 -0.847 -1.196
C -0.134 -1.720 0.067
O 0.677 -0.718 0.733
H -0.377 1.073 2.167
H 0.755 2.017 -1.261
H 1.462 1.853 0.457
H -1.009 1.562 0.901
H -1.194 -0.548 -1.534
H 0.383 -1.223 -2.040
H 0.398 -2.671 -0.017
H -1.083 -1.856 0.592
```

HOMO level, eV: -9.1

iv) Entry from the Open Molecules 2025 dataset: a single C4H8O2 molecule (ωB97M-V/def2-TZVPD).

```
14
C4H8O2, DFT ωB97M-V/def2-TZVPD
C 1.755 0.650 -0.029
C 0.565 -0.085 0.648
O -0.115 0.724 1.573
C -0.622 -0.445 -0.255
C -1.325 0.619 -0.947
O -1.992 0.232 0.227
H 1.413 1.537 -0.571
H 2.341 0.021 -0.721
H 2.447 0.998 0.751
H 1.002 -1.013 1.086
H -0.878 -1.479 -0.411
H -1.892 0.372 -1.827
H -0.876 1.613 -0.922
H -1.142 0.707 1.243
```

HOMO level, eV: -9.7
Structure (SMILES): C[C@@H](O)[C@@H]1CO1

i) is preferred energetically. Next in line: 1.419 eV higher.

i) Entry from the Open Molecules 2025 dataset: a 2-piece molecular cluster, C4H5N3 overall (ωB97M-V/def2-TZVPD).

```
12
C4H5N3, DFT ωB97M-V/def2-TZVPD
C -2.051 -0.538 0.113
N -1.005 -1.250 0.107
C 1.565 -0.025 0.336
C 1.995 -0.471 -0.951
N 2.388 -0.854 -1.973
C 1.079 1.185 0.525
N 0.589 2.286 0.710
H -2.528 -0.152 -0.792
H -0.414 2.211 0.524
H -2.542 -0.307 1.063
H -0.704 -1.407 -0.861
H 1.628 -0.677 1.198
```

HOMO level, eV: -9.7
Structure (SMILES): N#CC=C=N.C=N

ii) Entry from the Open Molecules 2025 dataset: a single C4H5N3 molecule (ωB97M-V/def2-TZVPD).

```
12
C4H5N3, DFT ωB97M-V/def2-TZVPD
C 0.215 -0.652 -0.550
C 0.145 0.698 -0.982
C -0.260 1.360 1.151
C -0.495 -0.057 1.516
H 0.933 -1.484 -2.331
H 0.410 -2.538 -0.931
H 0.477 0.918 -2.038
H -0.441 2.287 1.756
H -1.017 -0.289 2.504
N 0.597 -1.575 -1.373
N -0.099 1.633 -0.116
N -0.211 -1.055 0.664
```

HOMO level, eV: -8.2
Structure (SMILES): Nc1cnccn1

ii) is preferred energetically. Next in line: 1.829 eV higher.

i) Entry from the Open Molecules 2025 dataset: C3H15N2O2 as an isolated structure (ωB97M-V/def2-TZVPD).

```
22
C3H15N2O2, DFT ωB97M-V/def2-TZVPD
C 0.240 -0.359 -0.920
C 1.463 -0.603 -1.665
C 0.084 0.651 -2.044
N 0.873 1.901 -1.835
N 1.912 0.973 1.250
H -0.481 -1.186 -0.909
H 0.220 0.033 0.090
H 2.397 -0.475 -1.114
H 1.473 -1.192 -2.575
H -0.958 1.016 -2.017
H 0.126 0.298 -3.082
H 1.818 1.401 0.335
H 0.309 2.721 -2.036
H 1.681 1.969 -2.447
H 2.700 0.333 1.198
H 2.204 1.729 1.858
H -2.186 -1.586 1.851
H -0.728 -1.839 2.116
O -1.304 -1.316 1.557
H -4.409 -2.057 3.175
H -3.801 -0.926 3.985
O -3.633 -1.488 3.229
```

HOMO level, eV: -13.5
Charge: +1

ii) Entry from the Open Molecules 2025 dataset: a 3-piece molecular cluster, C3H15N2O2 overall (ωB97M-V/def2-TZVPD).

```
22
C3H15N2O2, DFT ωB97M-V/def2-TZVPD
N -2.131 -0.810 -0.146
C -1.037 -0.877 0.922
C 0.199 -0.443 0.146
N -0.121 0.747 -0.720
C 0.108 2.116 -0.223
H -1.707 -0.113 -0.953
H -2.380 -1.759 -0.548
H -2.916 -0.190 0.229
H -1.115 -0.142 1.745
H -1.035 -1.898 1.437
H 1.059 -0.150 0.781
H 0.654 -1.321 -0.438
H 0.477 0.441 -1.580
H -0.428 2.395 0.711
H -0.217 2.767 -1.046
H 1.094 2.419 0.127
H 2.037 -1.367 2.625
H 1.247 -0.974 3.807
O 1.272 -0.961 2.767
H 1.254 0.260 -3.903
H 2.201 -0.411 -2.856
O 1.485 0.273 -2.883
```

HOMO level, eV: -13.0
Charge: +1

ii) is preferred energetically. Next in line: 2.128 eV higher.